{"formula": "C6H9N3OS", "method": "wB97M-V/def2-TZVPD", "homo_energy_ha": -0.2905, "orbital_gap_ev": 8.4, "total_charge": 0, "e_above_lowest_ev": 0.234, "smiles": "C=C/C=C\\N=C(\\S)NC(N)=O", "symbols": ["C", "C", "C", "C", "N", "C", "S", "N", "C", "N", "O", "H", "H", "H", "H", "H", "H", "H", "H", "H"], "xyz": [[0.33340, -1.56779, -1.27393], [1.27815, -1.27225, -0.38761], [1.12697, -1.30562, 1.05589], [0.00285, -0.99640, 1.71565], [-1.21869, -0.73017, 1.15354], [-1.51376, 0.07325, 0.23836], [-3.14638, -0.03141, -0.45823], [-0.78955, 1.09345, -0.35092], [0.30513, 1.73788, 0.21581], [0.92665, 2.57861, -0.66319], [0.63127, 1.62266, 1.36778], [0.51549, -1.49920, -2.33394], [-0.62629, -1.95692, -0.98544], [2.25888, -0.96515, -0.73568], [2.01032, -1.55272, 1.62653], [-0.03712, -1.03936, 2.79501], [-3.49195, -1.11753, 0.22181], [-1.17605, 1.47847, -1.20196], [0.81941, 2.47015, -1.65796], [1.79127, 2.98004, -0.34151]]}

{"formula": "C6H9N4", "method": "wB97M-V/def2-TZVPD", "homo_energy_ha": -0.4523, "orbital_gap_ev": 8.7, "total_charge": 1, "e_above_lowest_ev": 4.597, "symbols": ["C", "C", "C", "C", "C", "C", "N", "N", "N", "N", "H", "H", "H", "H", "H", "H", "H", "H", "H"], "xyz": [[-1.76293, 1.06904, -0.13587], [-0.10624, -0.31624, -0.13563], [0.41170, 0.94603, -0.09938], [2.65408, 0.48008, -0.04288], [1.76293, -1.75340, 0.53659], [-2.47567, -1.13170, -0.09502], [2.58162, -0.76106, 0.31053], [-0.67082, 1.83088, -0.10301], [-1.46860, -0.17504, -0.07452], [1.67868, 1.42025, -0.23784], [-2.78583, 1.46851, -0.07892], [3.74928, 0.71138, -0.07784], [1.44036, -1.94252, 1.54713], [1.87447, -2.53550, -0.27962], [-2.24491, -1.80406, -0.87846], [-2.37121, -1.91076, 0.74620], [-3.49307, -0.76954, -0.09593], [-0.47828, 2.80529, -0.23943], [1.70444, 2.36837, -0.56610]]}